--- A ---
{"formula": "C3H7O2P", "method": "the ωB97M-V functional and the def2-TZVPD basis", "homo_energy_ev": [-8.1099, -7.6281], "species": ["C", "C", "C", "O", "O", "P", "H", "H", "H", "H", "H", "H", "H"], "positions_angstrom": [[-1.14, -0.23, 0.41], [0.01, 0.13, -0.44], [-2.51, 0.31, 0.18], [-0.59, -1.08, -0.55], [3.58, -0.84, -0.15], [3.07, 0.55, 0.58], [-1.08, -0.51, 1.46], [0.12, 0.61, -1.41], [-2.60, 0.73, -0.78], [-2.74, 1.13, 0.76], [-3.21, -0.49, 0.25], [4.18, -1.39, 0.48], [2.93, 1.09, -0.81]]}


--- B ---
{"formula": "C3H7O2P", "method": "the ωB97M-V functional and the def2-TZVPD basis", "homo_energy_ev": [-8.8235, -8.8228], "species": ["C", "C", "C", "O", "O", "P", "H", "H", "H", "H", "H", "H", "H"], "positions_angstrom": [[2.05, 0.61, -0.02], [-0.91, -1.08, -0.95], [0.14, 0.28, 1.38], [2.71, -0.30, -0.31], [-0.78, 1.69, -0.76], [-0.96, 0.46, 0.02], [2.06, 1.67, -0.26], [-1.14, -1.95, -0.34], [-1.64, -0.99, -1.75], [0.08, -1.20, -1.40], [0.31, 1.14, 2.01], [0.32, -0.69, 1.82], [-2.25, 0.36, 0.56]]}


Stability verdict: B, ahead by 0.0997 hartree


--- A ---
{"formula": "C22H22N2O3", "method": "the ωB97M-V functional and the def2-TZVPD basis", "smiles": "CCOc1ccc(NC(=O)Cn2cc(C(=O)C3CC3)c3ccccc32)cc1", "homo_energy_ev": -8.0677, "species": ["C", "C", "O", "C", "C", "C", "C", "C", "C", "H", "H", "N", "C", "O", "C", "N", "C", "C", "C", "C", "C", "C", "C", "C", "H", "H", "H", "H", "C", "O", "C", "C", "C", "H", "H", "H", "H", "H", "H", "H", "H", "H", "H", "H", "H", "H", "H", "H", "H"], "positions_angstrom": [[-2.80, -3.74, -0.84], [-2.88, -2.26, -0.50], [-2.11, -1.92, 0.64], [-0.76, -1.82, 0.55], [-0.10, -1.57, 1.75], [1.27, -1.41, 1.78], [2.01, -1.48, 0.60], [1.35, -1.76, -0.59], [-0.02, -1.92, -0.62], [-0.49, -2.11, -1.57], [1.92, -1.83, -1.51], [3.41, -1.31, 0.59], [4.18, -0.26, 0.97], [5.39, -0.31, 0.88], [3.50, 1.01, 1.51], [2.22, 1.31, 0.94], [1.07, 1.48, 1.63], [0.00, 1.66, 0.77], [0.53, 1.55, -0.55], [-0.01, 1.54, -1.84], [0.84, 1.37, -2.92], [2.21, 1.22, -2.75], [2.78, 1.19, -1.49], [1.93, 1.34, -0.40], [3.84, 1.05, -1.36], [2.84, 1.10, -3.62], [0.43, 1.37, -3.92], [-1.07, 1.64, -2.00], [-1.36, 1.83, 1.26], [-1.67, 1.53, 2.41], [-2.36, 2.39, 0.31], [-3.72, 2.75, 0.84], [-3.56, 1.53, 0.00], [-3.94, 1.54, -1.01], [-3.61, 0.57, 0.49], [-4.21, 3.61, 0.42], [-3.87, 2.61, 1.90], [-1.94, 2.99, -0.49], [1.05, 1.51, 2.70], [4.20, 1.82, 1.33], [3.38, 0.90, 2.59], [3.94, -2.04, 0.13], [1.78, -1.23, 2.71], [-0.68, -1.50, 2.65], [-3.90, -2.00, -0.22], [-2.58, -1.64, -1.36], [-1.79, -4.03, -1.09], [-3.45, -3.95, -1.69], [-3.13, -4.33, 0.01]]}


--- B ---
{"formula": "C22H22N2O3", "method": "the ωB97M-V functional and the def2-TZVPD basis", "smiles": "COc1ccc(N2C(=O)C[C@@H](N3CC=C(c4ccccc4)CC3)C2=O)cc1", "homo_energy_ev": -8.3958, "species": ["C", "H", "O", "C", "C", "C", "C", "C", "C", "H", "H", "N", "C", "O", "C", "N", "C", "C", "C", "C", "C", "C", "C", "C", "C", "H", "H", "H", "H", "H", "C", "C", "H", "H", "H", "H", "H", "H", "H", "C", "C", "O", "H", "H", "H", "H", "H", "H", "H"], "positions_angstrom": [[7.27, 3.15, 1.09], [7.87, 3.51, 1.92], [5.99, 2.89, 1.63], [5.02, 2.42, 0.81], [5.17, 2.16, -0.55], [4.11, 1.68, -1.29], [2.88, 1.45, -0.68], [2.72, 1.70, 0.67], [3.78, 2.19, 1.41], [3.67, 2.39, 2.46], [1.77, 1.53, 1.15], [1.80, 0.96, -1.45], [0.52, 1.48, -1.38], [0.18, 2.41, -0.69], [-0.39, 0.63, -2.27], [-1.35, -0.13, -1.48], [-2.50, 0.65, -1.08], [-3.44, -0.14, -0.22], [-3.14, -1.32, 0.31], [-4.09, -2.07, 1.15], [-4.98, -1.41, 1.99], [-5.88, -2.11, 2.77], [-5.91, -3.50, 2.72], [-5.03, -4.17, 1.89], [-4.12, -3.46, 1.12], [-3.45, -4.00, 0.47], [-5.04, -5.25, 1.85], [-6.61, -4.05, 3.33], [-6.56, -1.58, 3.42], [-4.96, -0.33, 2.05], [-1.79, -1.93, 0.06], [-0.80, -0.85, -0.35], [0.16, -1.30, -0.62], [-0.63, -0.17, 0.51], [-1.44, -2.45, 0.95], [-1.87, -2.66, -0.76], [-4.40, 0.32, -0.06], [-3.03, 0.98, -1.98], [-2.20, 1.56, -0.52], [0.58, -0.28, -3.03], [1.92, -0.09, -2.35], [2.92, -0.72, -2.54], [0.27, -1.33, -3.00], [0.67, 0.01, -4.07], [-0.96, 1.27, -2.94], [4.24, 1.48, -2.34], [6.12, 2.33, -1.04], [7.22, 3.92, 0.31], [7.72, 2.24, 0.68]]}


Stability verdict: B, ahead by 0.0141 hartree


--- A ---
{"formula": "C4H2ClO2", "method": "the ωB97M-V functional and the def2-TZVPD basis", "charge": -1, "smiles": "O=C=C/C([O-])=C/Cl", "homo_energy_ev": -2.9946, "species": ["C", "C", "C", "C", "O", "O", "Cl", "H", "H"], "positions_angstrom": [[0.22, 0.10, 1.11], [0.70, 1.20, 0.69], [-0.71, -0.66, 0.11], [-0.26, -0.28, -1.13], [1.24, 2.22, 0.35], [-1.69, -1.23, 0.52], [-0.93, -1.04, -2.55], [0.59, -0.33, 2.08], [0.84, 0.02, -1.18]]}


--- B ---
{"formula": "C4H2ClO2", "method": "the ωB97M-V functional and the def2-TZVPD basis", "charge": -1, "smiles": "O=C1CC([O-])=C1Cl", "homo_energy_ev": -3.8467, "species": ["C", "C", "C", "C", "O", "O", "Cl", "H", "H"], "positions_angstrom": [[-0.74, -0.49, 0.57], [-0.56, 0.88, 0.41], [0.31, -0.95, -0.25], [0.78, 0.49, -0.55], [-1.03, 1.96, 0.69], [0.73, -2.03, -0.65], [-1.94, -1.40, 1.47], [0.71, 0.80, -1.58], [1.74, 0.75, -0.10]]}


Stability verdict: B, ahead by 0.0531 hartree


--- A ---
{"formula": "C5H35N2O11", "method": "the ωB97M-V functional and the def2-TZVPD basis", "charge": 1, "homo_energy_ev": -12.6829, "species": ["N", "C", "C", "C", "O", "C", "N", "C", "H", "H", "H", "H", "H", "H", "H", "H", "H", "H", "H", "H", "H", "H", "H", "H", "H", "O", "H", "H", "O", "H", "H", "O", "H", "H", "O", "H", "H", "O", "H", "H", "O", "H", "H", "O", "H", "H", "O", "H", "H", "O", "H", "H", "O"], "positions_angstrom": [[0.63, -0.22, -0.16], [0.76, -0.25, 1.36], [2.27, -0.28, 1.77], [2.96, -1.65, 1.53], [2.98, 0.63, 0.94], [-0.06, -1.46, 1.81], [-1.45, -1.27, 1.33], [-2.32, -2.30, 1.99], [0.99, -1.09, -0.55], [1.05, 0.60, -0.59], [-0.35, -0.33, -0.42], [0.31, 0.70, 1.63], [2.26, 0.02, 2.82], [3.44, -1.62, 0.57], [2.26, -2.47, 1.57], [3.69, -1.72, 2.33], [2.50, 1.45, 0.79], [-0.06, -1.61, 2.89], [0.34, -2.30, 1.24], [-1.83, -0.38, 1.62], [-1.78, -3.16, 2.35], [-2.92, -1.79, 2.73], [-3.02, -2.73, 1.27], [-2.39, -0.15, -1.85], [-1.12, 0.17, -2.70], [-1.79, 0.57, -2.15], [-2.81, 1.96, 0.04], [-4.22, 1.48, 0.67], [-3.27, 1.35, 0.66], [-1.21, -2.60, -2.13], [0.26, -2.17, -2.39], [-0.59, -1.89, -2.01], [2.47, -1.45, -2.96], [2.05, -2.02, -4.28], [1.81, -2.07, -3.35], [3.64, -0.53, -1.13], [3.15, 0.68, -2.01], [3.31, -0.27, -1.98], [1.12, 3.89, 0.51], [0.24, 2.92, 1.35], [0.93, 2.96, 0.64], [-3.45, -0.70, -0.23], [-2.56, -1.85, -0.63], [-3.28, -1.31, -0.96], [-1.28, 3.47, -1.20], [-2.01, 2.12, -1.70], [-2.07, 2.93, -1.12], [-1.66, 3.54, 2.42], [-2.12, 2.37, 1.49], [-1.36, 2.78, 1.93], [1.55, 2.72, -1.32], [2.39, 2.30, -2.47], [1.60, 2.01, -1.98]]}


--- B ---
{"formula": "C5H35N2O11", "method": "the ωB97M-V functional and the def2-TZVPD basis", "charge": 1, "homo_energy_ev": -13.1207, "species": ["C", "C", "C", "C", "N", "C", "N", "H", "H", "H", "H", "H", "H", "H", "H", "H", "H", "H", "H", "H", "H", "H", "O", "H", "H", "O", "H", "H", "O", "H", "H", "O", "H", "H", "O", "H", "H", "O", "H", "H", "O", "H", "H", "O", "H", "H", "O", "H", "H", "O", "H", "H", "O"], "positions_angstrom": [[-0.03, -4.95, -2.26], [0.76, -3.64, -2.18], [0.80, -3.05, -0.76], [-0.39, -2.18, -0.43], [0.44, 0.46, 0.32], [0.18, 0.17, -0.91], [-0.32, -0.97, -1.30], [-1.00, -4.85, -1.78], [-0.17, -5.17, -3.32], [0.44, -5.79, -1.75], [1.77, -3.81, -2.57], [0.31, -2.97, -2.92], [0.88, -3.94, -0.13], [1.78, -2.64, -0.50], [-0.38, -1.85, 0.60], [-1.37, -2.66, -0.53], [0.26, -0.10, 1.14], [0.80, 1.36, 0.65], [0.38, 0.94, -1.63], [-0.64, -1.23, -2.22], [-2.13, 1.68, 0.57], [-1.52, 2.70, 1.71], [-1.77, 1.80, 1.45], [0.40, 3.52, 1.71], [-0.19, 4.67, 2.42], [-0.36, 4.13, 1.63], [3.18, -0.56, 0.26], [4.67, -0.16, -0.01], [3.76, 0.00, -0.26], [3.40, -0.99, 3.35], [4.72, -1.44, 3.04], [4.13, -0.71, 2.78], [-0.36, 3.90, -1.83], [-1.07, 3.87, -0.49], [-0.45, 3.36, -1.04], [2.83, 2.55, 0.87], [2.13, 3.53, -0.01], [1.94, 2.92, 0.71], [-1.98, -1.89, 3.60], [-2.58, -0.58, 3.08], [-1.99, -1.30, 2.83], [-1.87, -0.18, -3.89], [-2.48, -1.65, -4.12], [-1.68, -1.11, -4.07], [0.66, 0.83, 3.46], [0.29, -0.63, 3.36], [0.83, 0.05, 2.93], [-4.80, 0.78, 2.24], [-3.29, 1.04, 2.16], [-4.01, 0.79, 2.78], [-1.60, 2.05, -2.70], [-1.67, 2.27, -4.27], [-1.32, 1.73, -3.56]]}


Stability verdict: B, ahead by 0.0021 hartree


--- A ---
{"formula": "HN2O4S", "method": "the ωB97M-V functional and the def2-TZVPD basis", "charge": -1, "smiles": "O=S(=O)=NN([O-])O", "homo_energy_ev": -4.1784, "species": ["N", "N", "O", "O", "O", "O", "S", "H"], "positions_angstrom": [[-1.11, 0.03, -0.17], [-0.67, -1.05, 0.05], [0.95, -0.84, 0.21], [-3.43, 0.40, -1.37], [-1.05, -2.17, 0.23], [-3.58, 0.36, 1.13], [-3.09, -0.25, -0.11], [1.01, -0.02, -0.38]]}


--- B ---
{"formula": "HN2O4S", "method": "the ωB97M-V functional and the def2-TZVPD basis", "charge": -1, "homo_energy_ev": -4.3423, "species": ["N", "N", "O", "O", "O", "O", "S", "H"], "positions_angstrom": [[1.77, -1.46, -1.25], [0.82, -1.13, -0.47], [0.31, -1.94, 0.34], [-2.50, 2.55, 0.04], [0.38, 0.05, -0.51], [-0.99, 2.60, 1.94], [-1.75, 1.79, 1.02], [1.96, -2.46, -1.10]]}


Stability verdict: B, ahead by 0.0230 hartree


--- A ---
{"formula": "C17H26N2O2S", "method": "the ωB97M-V functional and the def2-TZVPD basis", "smiles": "CCCCCCN1C(CCC)=NCc2ccccc2S1(=O)=O", "homo_energy_ev": -9.3736, "species": ["O", "O", "N", "C", "C", "C", "C", "C", "C", "C", "N", "C", "C", "C", "C", "C", "C", "C", "C", "C", "C", "S", "H", "H", "H", "H", "H", "H", "H", "H", "H", "H", "H", "H", "H", "H", "H", "H", "H", "H", "H", "H", "H", "H", "H", "H", "H", "H"], "positions_angstrom": [[0.71, -2.48, -0.78], [1.96, -0.57, -1.49], [1.66, 0.72, 1.98], [0.97, 0.89, 0.92], [4.82, -2.71, 2.45], [4.82, -3.04, 1.11], [3.77, -1.97, 2.98], [3.76, -2.62, 0.30], [2.76, -1.45, 2.17], [2.72, -1.81, 0.80], [0.28, -0.16, 0.37], [1.69, -0.54, 2.74], [0.03, 4.69, 0.72], [-4.87, -1.95, -2.03], [0.94, 2.33, 0.40], [-1.06, 0.00, -0.22], [-0.16, 3.19, 1.05], [-3.54, -1.25, -2.36], [-1.08, 0.33, -1.72], [-3.61, 0.20, -1.85], [-2.36, 1.05, -2.16], [1.40, -1.28, -0.33], [5.62, -3.05, 3.12], [5.63, -3.64, 0.70], [3.77, -1.75, 4.02], [3.72, -2.96, -0.74], [0.66, -0.96, 2.76], [1.97, -0.26, 3.77], [1.08, 5.01, 0.99], [-0.10, 4.86, -0.34], [-0.64, 5.33, 1.35], [-4.83, -2.92, -2.57], [-4.96, -2.11, -0.94], [-5.71, -1.36, -2.45], [0.86, 2.35, -0.68], [1.91, 2.79, 0.65], [-1.61, 0.78, 0.33], [-1.58, -0.98, -0.13], [-1.10, 2.83, 0.66], [-0.16, 3.06, 2.13], [-3.36, -1.19, -3.45], [-2.70, -1.85, -1.96], [-0.21, 0.94, -2.02], [-0.90, -0.62, -2.23], [-4.48, 0.70, -2.33], [-3.78, 0.23, -0.78], [-2.30, 1.18, -3.26], [-2.41, 2.04, -1.66]]}


--- B ---
{"formula": "C17H26N2O2S", "method": "the ωB97M-V functional and the def2-TZVPD basis", "smiles": "C[C@@H]1CCc2c(C(=O)NCCCN3CCOCC3)csc2C1", "homo_energy_ev": -8.0254, "species": ["C", "H", "H", "C", "C", "C", "C", "C", "S", "C", "C", "C", "O", "N", "H", "C", "C", "H", "H", "C", "N", "C", "C", "O", "C", "H", "C", "H", "H", "H", "H", "H", "H", "H", "H", "H", "H", "H", "H", "C", "H", "H", "H", "H", "H", "H", "H", "H"], "positions_angstrom": [[-5.75, 0.41, -2.50], [-5.67, 0.65, -3.56], [-6.37, 1.17, -2.02], [-4.37, 0.35, -1.85], [-3.63, 1.68, -2.01], [-2.34, 1.68, -1.20], [-1.56, 0.43, -1.44], [-2.12, -0.67, -2.01], [-0.99, -1.97, -2.17], [0.25, -1.01, -1.47], [-0.17, 0.24, -1.13], [0.66, 1.27, -0.46], [0.19, 2.12, 0.27], [1.97, 1.21, -0.78], [2.31, 0.42, -1.31], [2.96, 2.02, -0.11], [3.83, 1.20, 0.84], [4.55, 1.87, 1.31], [4.39, 0.45, 0.28], [3.00, 0.50, 1.93], [2.32, -0.67, 1.40], [3.12, -1.89, 1.44], [3.17, -2.52, 2.84], [1.87, -2.76, 3.35], [1.12, -1.56, 3.38], [0.13, -1.84, 3.76], [1.02, -0.94, 1.99], [0.44, -0.01, 2.02], [0.50, -1.64, 1.33], [1.58, -0.85, 4.08], [3.66, -3.49, 2.80], [3.72, -1.87, 3.53], [4.13, -1.67, 1.10], [2.65, -2.60, 0.75], [3.67, 0.26, 2.78], [2.25, 1.21, 2.29], [2.41, 2.78, 0.44], [3.59, 2.51, -0.86], [1.22, -1.46, -1.31], [-3.53, -0.77, -2.47], [-3.95, -1.75, -2.20], [-3.57, -0.70, -3.56], [-1.72, 2.55, -1.44], [-2.56, 1.75, -0.13], [-4.27, 2.50, -1.68], [-3.40, 1.83, -3.07], [-4.49, 0.15, -0.78], [-6.26, -0.55, -2.40]]}


Stability verdict: B, ahead by 0.0831 hartree


--- A ---
{"formula": "C2HClNO2", "method": "the ωB97M-V functional and the def2-TZVPD basis", "charge": -1, "homo_energy_ev": -5.1880, "species": ["C", "C", "N", "O", "O", "Cl", "H"], "positions_angstrom": [[2.23, 0.89, 0.16], [-1.32, 0.44, -0.05], [1.73, -0.16, -0.07], [-1.19, 0.59, 1.07], [-1.50, 0.62, -1.17], [-0.78, -1.75, -0.12], [0.84, -0.65, 0.17]]}


--- B ---
{"formula": "C2HClNO2", "method": "the ωB97M-V functional and the def2-TZVPD basis", "charge": -1, "smiles": "[H]/N=C(\\Cl)C(=O)[O-]", "homo_energy_ev": -4.3974, "species": ["C", "C", "N", "O", "O", "Cl", "H"], "positions_angstrom": [[0.03, 0.37, -0.15], [0.25, -1.06, 0.47], [-0.82, 0.56, -1.02], [1.12, -1.70, -0.16], [-0.44, -1.34, 1.45], [0.94, 1.69, 0.56], [-1.09, 1.48, -1.15]]}


Stability verdict: A, ahead by 0.0105 hartree